Here is a structure of composition C31H30BClN8O7TeTi from the Open Molecules 2025 dataset. Energies are from the ωB97M-V functional and the def2-TZVPD basis.

```
! wB97M-V def2-TZVPD RIJCOSX def2/J DEFGRID3
* xyz -1 2
Ti 0.00 0.98 1.08
C -1.62 -2.14 0.34
C -0.20 -2.05 -0.10
C 0.52 -2.90 -0.95
C 1.79 -2.38 -0.98
N 1.83 -1.30 -0.18
N 0.59 -1.08 0.33
B 2.94 -0.25 0.09
N 2.60 0.97 -0.78
C 3.27 1.54 -1.79
C 2.46 2.49 -2.36
C 1.27 2.45 -1.63
C 0.05 3.29 -1.82
N 1.36 1.52 -0.67
N 2.94 0.17 1.58
C 3.91 0.00 2.49
C 3.51 0.58 3.67
C 2.24 1.12 3.40
C 1.33 1.90 4.29
N 1.92 0.87 2.13
N 4.30 -0.87 -0.20
C 4.71 -2.14 0.06
C 6.08 -2.17 -0.03
C 6.45 -0.85 -0.35
C 7.82 -0.29 -0.56
N 5.38 -0.08 -0.44
H -2.21 -2.75 -0.34
H -1.69 -2.58 1.34
H -2.08 -1.15 0.39
H 0.16 -3.77 -1.47
H 2.67 -2.69 -1.53
H 4.28 1.23 -2.02
H 2.68 3.13 -3.20
H 0.12 3.82 -2.77
H -0.85 2.68 -1.82
H -0.04 4.03 -1.02
H 4.82 -0.52 2.24
H 4.05 0.63 4.60
H 1.66 1.82 5.33
H 1.33 2.95 4.00
H 0.31 1.53 4.21
H 4.01 -2.91 0.33
H 6.72 -3.03 0.10
H 8.51 -1.07 -0.87
H 7.80 0.49 -1.32
H 8.20 0.16 0.36
O -4.00 5.58 0.38
C -3.25 4.66 0.56
C -3.36 3.28 -0.08
O -4.24 2.91 -0.83
C -2.17 2.56 0.37
C -1.38 3.35 1.19
O -0.24 2.90 1.62
C -1.98 4.67 1.41
O -1.58 5.59 2.08
O -1.75 1.36 0.04
Cl -2.34 -0.31 5.74
C -2.23 -1.11 4.14
C -2.06 -0.06 3.04
O -3.01 0.60 2.68
O -0.84 0.00 2.59
H -3.16 -1.66 3.99
H -1.37 -1.78 4.18
C -3.71 -0.30 -1.79
Te -4.98 -0.35 -0.07
C -6.26 -1.47 -1.39
C -5.34 -2.09 -2.41
C -5.70 -3.20 -3.16
C -4.83 -3.74 -4.10
C -3.59 -3.15 -4.30
C -3.22 -2.04 -3.56
C -4.09 -1.50 -2.61
H -2.67 -0.33 -1.47
H -3.86 0.64 -2.31
H -6.95 -0.79 -1.87
H -6.83 -2.21 -0.84
H -6.67 -3.66 -3.00
H -5.12 -4.61 -4.67
H -2.90 -3.56 -5.03
H -2.25 -1.58 -3.71
*
```

For the HOMO energy (spin up / spin down), the calculation gives -5.0 / -5.0 eV. As for the relative energy (zero: lowest compared OMol25 entry of this formula, charge and spin): 6.00 kcal/mol. The value obtained for the frontier orbital gap (spin up / spin down) is 7.27 / 7.27 eV. For the total energy, the calculation gives -102504.34705 eV.

Here are the Mulliken charges for atoms 1 to 2, given in e:
1 Ti 0.131
2 C -0.714